1.
This record from the OMol25 dataset describes a 9-piece molecular cluster, C33H78F24N5O3P4 overall in a non-equilibrium geometry. The level of theory is ωB97M-V/def2-TZVPD.

Geometry as XYZ:
```
147
C33H78F24N5O3P4 | the OMol25 dataset | ωB97M-V/def2-TZVPD
C -10.51 -11.93 17.38
C -9.63 -10.86 18.02
O -9.57 -10.78 19.25
N -9.19 -9.69 17.21
H -9.46 -9.86 16.25
H -9.66 -8.84 17.49
C -7.66 -9.41 17.34
H -11.53 -11.57 17.31
H -10.50 -12.76 18.09
H -10.07 -12.29 16.44
H -7.16 -10.38 17.42
H -7.48 -8.89 18.28
H -7.37 -8.91 16.42
C -8.54 -13.98 10.39
C -9.89 -13.78 10.98
O -10.84 -14.36 10.47
N -10.13 -13.02 12.27
H -9.35 -12.39 12.38
H -10.98 -12.47 12.19
C -10.38 -14.01 13.48
H -7.82 -14.22 11.17
H -8.28 -12.98 10.03
H -8.53 -14.73 9.61
H -10.34 -13.40 14.38
H -9.55 -14.72 13.54
H -11.30 -14.60 13.47
C -10.71 -7.32 11.81
N -9.34 -6.63 11.92
C -8.66 -6.68 13.29
C -8.19 -7.20 11.03
C -9.54 -5.13 11.65
C -10.28 -4.72 10.39
O -9.77 -5.18 9.09
H -10.66 -8.36 12.15
H -11.01 -7.36 10.76
H -11.38 -6.70 12.40
H -7.67 -6.22 13.21
H -8.65 -7.73 13.59
H -9.29 -6.24 14.06
H -7.20 -6.77 11.19
H -8.58 -7.13 10.02
H -8.08 -8.27 11.23
H -8.59 -4.58 11.69
H -10.09 -4.78 12.53
H -10.38 -3.63 10.39
H -11.34 -4.98 10.46
H -10.51 -5.22 8.47
C -4.50 -6.02 10.78
C -4.19 -7.47 10.54
C -4.09 -8.30 11.78
C -2.87 -7.94 12.62
N -2.77 -8.65 13.98
C -2.50 -10.16 13.70
C -1.64 -10.74 14.79
C -0.81 -9.50 15.33
C -1.48 -8.23 14.80
C -3.95 -8.45 14.97
C -4.28 -6.93 15.27
C -5.68 -6.63 15.95
H -4.91 -5.55 9.89
H -3.65 -5.43 11.13
H -5.17 -5.99 11.64
H -3.40 -7.61 9.80
H -5.11 -7.85 10.09
H -3.88 -9.31 11.42
H -5.05 -8.37 12.29
H -2.80 -6.88 12.88
H -1.95 -8.27 12.12
H -3.43 -10.72 13.69
H -2.11 -10.30 12.69
H -2.28 -10.97 15.64
H -1.05 -11.57 14.42
H -0.88 -9.33 16.40
H 0.24 -9.50 15.06
H -1.53 -7.36 15.45
H -0.81 -7.85 14.02
H -3.72 -8.93 15.92
H -4.71 -9.01 14.42
H -4.30 -6.29 14.38
H -3.47 -6.50 15.85
H -5.66 -5.64 16.40
H -6.00 -7.40 16.66
H -6.44 -6.70 15.17
C -2.72 -9.84 3.96
C -2.34 -11.24 4.70
C -3.61 -11.89 5.26
C -4.28 -11.07 6.40
N -5.39 -11.80 7.13
C -6.25 -10.98 8.12
C -5.74 -11.46 9.52
C -5.40 -12.93 9.38
C -4.74 -12.99 8.01
C -6.37 -12.37 6.02
C -6.98 -11.25 5.19
C -8.37 -11.66 4.72
H -1.73 -9.64 3.57
H -3.11 -9.07 4.63
H -3.48 -10.19 3.26
H -1.68 -11.05 5.54
H -1.94 -11.90 3.93
H -3.30 -12.91 5.46
H -4.26 -12.08 4.41
H -4.59 -10.07 6.08
H -3.49 -11.02 7.14
H -7.33 -11.08 8.03
H -5.91 -9.94 8.08
H -6.45 -11.20 10.31
H -4.78 -10.96 9.70
H -6.28 -13.57 9.50
H -4.69 -13.23 10.16
H -5.02 -13.91 7.50
H -3.65 -12.95 8.00
H -7.13 -12.78 6.67
H -6.04 -13.25 5.47
H -6.48 -11.00 4.26
H -7.13 -10.32 5.73
H -8.23 -12.46 4.00
H -8.99 -10.90 4.25
H -8.96 -12.10 5.53
P -4.33 -12.22 17.92
F -3.84 -12.84 16.48
F -5.76 -12.68 17.36
F -4.16 -13.74 18.48
F -5.04 -11.63 19.29
F -2.82 -11.75 18.29
F -4.67 -10.81 17.29
P -12.85 -10.18 13.96
F -12.14 -11.02 12.74
F -14.34 -10.77 13.59
F -12.69 -11.51 14.96
F -13.60 -9.48 15.20
F -11.40 -9.62 14.46
F -13.13 -8.86 13.04
P -4.43 -14.79 13.48
F -5.76 -14.82 12.44
F -3.72 -13.54 12.63
F -5.31 -13.75 14.32
F -3.41 -14.69 14.67
F -5.04 -15.92 14.43
F -3.45 -15.83 12.75
P -7.27 -10.78 13.78
F -6.98 -9.13 13.88
F -5.89 -11.05 13.03
F -6.52 -11.10 15.21
F -7.70 -12.36 13.53
F -8.70 -10.39 14.46
F -8.01 -10.40 12.40
```

Values from the calculation:
total charge: +1
HOMO level: -0.4096 Ha
ΔE to the lowest compared entry with this formula, charge and spin: 161.45 kcal per mole

=====

2.
This record from the OMol25 dataset describes C33H78INO6PS3 as an isolated structure in a non-equilibrium geometry. The level of theory is ωB97M-V/def2-TZVPD.

Geometry as XYZ:
```
123
C33H78INO6PS3 | the OMol25 dataset | ωB97M-V/def2-TZVPD
O 4.98 1.78 4.12
S 3.94 0.73 4.15
O 3.15 0.63 5.41
C 2.72 1.15 2.82
C 2.65 0.06 1.71
C 3.72 0.25 0.58
I 3.47 2.14 -0.47
N 4.61 -0.72 3.61
S 5.15 -1.67 4.87
O 6.35 -2.41 4.39
O 5.50 -0.97 6.13
P 3.61 -3.16 5.13
O 2.08 -2.50 4.87
O 3.68 -3.94 6.61
S 3.86 -4.51 3.74
H 1.71 1.18 3.30
H 2.91 2.17 2.44
H 2.67 -0.98 2.12
H 1.64 0.16 1.24
H 3.52 -0.54 -0.17
H 4.76 0.13 0.96
H 2.04 -1.66 5.36
H 3.29 -3.35 7.27
C -0.61 -1.35 2.84
C -0.23 -2.74 2.35
C -1.35 -3.44 1.59
C -2.61 -3.72 2.41
C -2.39 -4.56 3.67
C -1.87 -5.96 3.38
H -1.44 -1.39 3.56
H 0.24 -0.89 3.35
H -0.91 -0.71 2.01
H 0.11 -3.35 3.19
H 0.63 -2.64 1.67
H -0.97 -4.38 1.18
H -1.64 -2.83 0.72
H -3.34 -4.23 1.77
H -3.08 -2.77 2.70
H -3.35 -4.65 4.20
H -1.71 -4.05 4.35
H -2.56 -6.51 2.73
H -1.75 -6.53 4.30
H -0.89 -5.93 2.89
C 3.33 -7.93 1.68
C 4.82 -7.92 2.00
C 5.67 -7.27 0.91
C 5.62 -7.97 -0.45
C 6.04 -9.45 -0.44
C 7.49 -9.66 -0.01
H 3.11 -8.51 0.79
H 2.77 -8.37 2.51
H 2.96 -6.91 1.53
H 5.16 -8.94 2.19
H 4.98 -7.37 2.93
H 6.71 -7.22 1.25
H 5.35 -6.24 0.77
H 6.27 -7.43 -1.15
H 4.61 -7.90 -0.87
H 5.91 -9.85 -1.45
H 5.38 -10.03 0.20
H 8.17 -9.12 -0.67
H 7.74 -10.72 -0.05
H 7.66 -9.31 1.01
C 2.67 1.46 -4.57
C 2.36 2.95 -4.46
C 0.86 3.25 -4.49
C 0.14 2.86 -5.78
C 0.70 3.49 -7.06
C 0.60 5.01 -7.07
H 2.33 1.05 -5.52
H 3.75 1.30 -4.51
H 2.20 0.91 -3.76
H 2.88 3.50 -5.26
H 2.77 3.32 -3.52
H 0.72 4.32 -4.31
H 0.38 2.74 -3.65
H -0.92 3.13 -5.68
H 0.16 1.77 -5.89
H 0.14 3.09 -7.91
H 1.74 3.19 -7.20
H -0.44 5.33 -6.97
H 0.98 5.40 -8.01
H 1.17 5.46 -6.26
C -5.00 3.50 1.85
C -3.53 3.69 2.22
C -2.74 4.44 1.14
C -2.66 3.73 -0.21
C -2.06 2.33 -0.18
C -0.61 2.30 0.29
H -5.12 2.89 0.95
H -5.52 2.99 2.66
H -5.49 4.46 1.69
H -3.07 2.72 2.42
H -3.47 4.26 3.15
H -1.72 4.62 1.52
H -3.18 5.42 0.99
H -2.06 4.35 -0.89
H -3.66 3.68 -0.66
H -2.10 1.91 -1.19
H -2.66 1.67 0.45
H 0.02 2.91 -0.35
H -0.22 1.28 0.26
H -0.51 2.66 1.32
C -5.43 5.45 -4.61
C -5.14 6.08 -3.25
C -6.00 5.51 -2.13
C -7.51 5.74 -2.28
C -7.93 7.20 -2.40
C -7.59 8.03 -1.17
H -6.46 5.64 -4.93
H -4.77 5.87 -5.37
H -5.28 4.37 -4.58
H -5.26 7.16 -3.31
H -4.09 5.90 -3.01
H -5.66 5.93 -1.18
H -5.82 4.43 -2.05
H -8.01 5.29 -1.41
H -7.87 5.19 -3.15
H -9.01 7.24 -2.56
H -7.48 7.65 -3.29
H -8.07 7.62 -0.28
H -7.94 9.06 -1.30
H -6.51 8.07 -1.00
```

Values from the calculation:
total charge: -1
HOMO level: -0.2218 Ha

=====

3.
This record from the OMol25 dataset describes a 3-piece molecular cluster, C33H79BFN8O9P2 overall in a non-equilibrium geometry. The level of theory is ωB97M-V/def2-TZVPD.

Geometry as XYZ:
```
133
C33H79BFN8O9P2 | the OMol25 dataset | ωB97M-V/def2-TZVPD
C 6.16 4.09 0.06
C 6.29 4.31 -1.44
O 5.00 4.42 -2.04
C 4.77 3.44 -3.03
C 4.43 2.07 -2.41
O 3.21 1.56 -2.97
C 2.21 1.27 -2.07
C 1.83 -0.25 -2.04
C 3.05 -1.14 -2.35
C 3.01 -2.51 -1.67
C 3.08 -2.50 -0.14
C 4.35 -1.90 0.47
N 4.34 -0.43 0.58
C 0.74 -0.26 -3.13
C -0.06 -1.57 -3.32
C 0.67 -2.60 -4.20
O -0.17 -3.07 -5.27
C -1.11 -3.95 -4.80
O -0.90 -5.10 -4.64
N -0.08 0.99 -3.01
C -0.64 1.43 -4.32
C 0.32 1.51 -5.51
F 1.63 1.72 -5.18
C -1.32 0.77 -2.15
C -1.08 0.18 -0.77
C -2.19 0.64 0.18
O -2.32 -0.37 1.15
C 0.84 1.96 -2.29
C 0.96 3.39 -2.81
B 0.04 4.43 -2.05
O -0.61 5.37 -2.79
O -0.08 4.43 -0.66
H 7.13 4.27 0.52
H 5.87 3.08 0.32
H 5.41 4.78 0.45
H 6.80 5.26 -1.60
H 6.90 3.51 -1.88
H 5.60 3.36 -3.74
H 3.90 3.73 -3.61
H 5.22 1.37 -2.70
H 4.42 2.11 -1.32
H 2.44 1.48 -1.02
H 1.51 -0.56 -1.05
H 3.92 -0.61 -1.98
H 3.16 -1.24 -3.43
H 3.83 -3.12 -2.04
H 2.08 -3.02 -1.94
H 2.23 -1.98 0.32
H 3.00 -3.53 0.21
H 5.25 -2.26 -0.01
H 4.39 -2.27 1.50
H 5.09 -0.02 0.04
H 3.45 -0.05 0.29
H 1.37 -0.28 -4.02
H -0.99 -1.32 -3.84
H -0.25 -2.04 -2.36
H 0.98 -3.48 -3.64
H 1.57 -2.21 -4.69
H -2.09 -3.49 -4.58
H -1.47 0.80 -4.62
H -1.08 2.41 -4.15
H 0.24 0.61 -6.12
H -0.02 2.33 -6.15
H -2.00 0.11 -2.66
H -1.77 1.76 -2.02
H -0.13 0.44 -0.32
H -1.15 -0.91 -0.76
H -3.12 0.76 -0.38
H -1.89 1.57 0.68
H -3.09 -0.18 1.69
H 0.54 2.13 -1.26
H 1.98 3.73 -2.63
H 0.77 3.53 -3.88
H -1.09 5.99 -2.23
H -0.95 4.11 -0.40
O -0.21 1.80 3.80
P -0.60 2.99 4.62
N -2.07 3.45 3.87
C -2.52 4.80 3.61
C -3.12 2.45 3.82
N 0.73 4.05 4.25
C 0.62 5.03 3.19
C 2.01 3.35 4.17
N -0.87 3.77 6.09
C -1.93 3.22 6.96
C -0.08 4.83 6.70
H -2.48 5.45 4.50
H -3.56 4.80 3.29
H -1.96 5.27 2.81
H -3.80 2.51 4.68
H -2.70 1.45 3.79
H -3.72 2.56 2.90
H 0.32 4.58 2.22
H 1.57 5.53 3.05
H -0.09 5.81 3.45
H 2.15 2.84 3.22
H 2.09 2.61 4.97
H 2.82 4.07 4.32
H -2.82 3.85 6.93
H -1.59 3.13 7.99
H -2.21 2.22 6.63
H -0.30 5.79 6.23
H 0.98 4.65 6.65
H -0.33 4.92 7.76
O -3.68 -4.52 2.68
P -3.30 -5.20 1.40
N -4.36 -4.46 0.28
C -5.03 -5.10 -0.83
C -4.30 -3.01 0.19
N -3.72 -6.83 1.77
C -5.01 -7.37 1.38
C -3.40 -7.21 3.15
N -2.14 -5.70 0.27
C -1.34 -4.66 -0.38
C -1.72 -7.07 -0.04
H -4.35 -5.68 -1.47
H -5.50 -4.36 -1.48
H -5.83 -5.76 -0.50
H -3.58 -2.69 -0.58
H -3.99 -2.58 1.14
H -5.28 -2.59 -0.05
H -5.85 -6.77 1.74
H -5.12 -8.39 1.77
H -5.08 -7.48 0.29
H -4.16 -6.85 3.86
H -2.44 -6.80 3.45
H -3.33 -8.29 3.22
H -1.67 -4.50 -1.42
H -0.28 -4.92 -0.40
H -1.43 -3.71 0.15
H -2.46 -7.57 -0.67
H -1.55 -7.66 0.85
H -0.78 -7.05 -0.59
```

Values from the calculation:
total charge: +1
HOMO level: -0.3591 Ha

=====

Question: Among the records above, which one has the highest HOMO level?
Answer: C33H78INO6PS3

=====

Question: Which value of HOMO level does entry 3 give?
Answer: -0.3591 Ha

=====

Question: Among the records above, which one has the lowest total charge?
Answer: C33H78INO6PS3

=====

Question: The lowest HOMO level belongs to which entry?
Answer: C33H78F24N5O3P4